1.
{
  "formula": "C6H7N",
  "method": "wB97M-V/def2-TZVPD",
  "e_above_lowest_kcal_mol": 128.67,
  "total_energy_ha": -287.3822,
  "homo_lumo_gap_ev": 8.60,
  "homo_energy_ev": -7.62,
  "elements": ["C", "C", "C", "C", "C", "C", "N", "H", "H", "H", "H", "H", "H", "H"],
  "coordinates": [[0.468036, 0.246227, 0.107052], [-0.933528, 0.046953, -0.177863], [1.721764, 0.451600, -0.213666], [0.623424, -1.241055, 0.011800], [-0.887564, -1.318649, -0.179329], [-1.854189, 1.236731, -0.086618], [2.907435, 0.674076, -0.094564], [1.396700, -1.610614, -0.744898], [0.822665, -1.748178, 0.931487], [-1.679244, -2.013152, -0.369133], [-2.451014, 1.018358, 0.864372], [-2.671169, 1.446331, -0.844655], [-1.178373, 2.011268, 0.293853], [3.715056, 0.800104, 0.502167]],
  "forces_ev_per_angstrom": [[1.16, -0.69, -0.84], [-0.68, 0.67, -0.22], [1.91, 3.96, 2.29], [-0.34, -4.57, -0.36], [0.27, 2.26, -1.26], [-1.76, -1.06, 1.98], [-0.15, -0.66, -1.74], [-1.53, 0.09, 0.60], [0.70, -0.13, 0.94], [0.08, -0.62, 0.09], [0.39, 0.29, -1.07], [1.62, -0.05, 0.52], [-0.66, 0.58, -0.98], [-1.00, -0.07, 0.05]]
}

2.
{
  "formula": "C24H22MnN3O3S2",
  "method": "wB97M-V/def2-TZVPD",
  "charge": -1,
  "e_above_lowest_kcal_mol": 0.00,
  "total_energy_ha": -3265.1191,
  "homo_lumo_gap_ev": [6.01, 5.77],
  "homo_energy_ev": [-3.20, -2.97],
  "multiplicity": 2,
  "elements": ["Mn", "O", "S", "O", "N", "C", "C", "C", "C", "C", "C", "C", "C", "N", "C", "C", "C", "C", "C", "C", "C", "H", "H", "H", "H", "H", "H", "H", "H", "H", "H", "H", "C", "C", "C", "N", "C", "C", "H", "H", "H", "H", "H", "C", "O", "C", "C", "H", "H", "H", "H", "H", "H", "S", "C"],
  "coordinates": [[0.083282, 0.300746, 0.692061], [0.359240, -3.854367, 1.375533], [-0.223875, -2.530080, 1.344782], [0.068720, -1.642746, 2.453292], [0.134263, -1.669460, 0.079979], [0.113447, -1.984962, -1.245005], [-0.018470, -3.211538, -1.850827], [0.014585, -3.318093, -3.263653], [0.180051, -2.233236, -4.072154], [0.314462, -0.947012, -3.480678], [0.485243, 0.249927, -4.220808], [0.587159, 1.441394, -3.580637], [0.515453, 1.475273, -2.158276], [0.359711, 0.388695, -1.455520], [0.269235, -0.820074, -2.086380], [-1.971263, -2.803381, 1.302884], [-2.507805, -3.723998, 2.200747], [-3.873420, -3.952804, 2.203999], [-4.695448, -3.272790, 1.310501], [-4.152016, -2.362313, 0.420106], [-2.783290, -2.119014, 0.413987], [-0.127089, -4.094541, -1.234663], [-0.090274, -4.300435, -3.710243], [0.205063, -2.332690, -5.150647], [0.527878, 0.195807, -5.304388], [0.716381, 2.366223, -4.126828], [0.571012, 2.404435, -1.598144], [-1.855120, -4.254406, 2.881811], [-4.299996, -4.661737, 2.903328], [-5.764444, -3.448780, 1.316206], [-4.789378, -1.815108, -0.262966], [-2.359874, -1.371049, -0.238653], [4.642068, 1.050319, 1.984974], [4.346808, 0.239037, 0.903568], [3.019382, 0.103156, 0.522451], [2.024218, 0.731765, 1.152826], [2.313354, 1.514596, 2.187627], [3.615282, 1.699925, 2.640419], [5.666772, 1.171806, 2.316533], [5.117155, -0.293783, 0.363050], [2.736867, -0.535890, -0.304623], [1.466345, 2.008107, 2.647840], [3.796637, 2.345201, 3.489211], [1.323914, 4.600790, 1.110597], [0.599834, 3.950522, 0.092132], [-0.648621, 3.387649, 0.535128], [-1.739479, 4.407087, 0.557466], [0.759589, 4.612013, 2.048261], [1.555727, 5.635031, 0.828507], [2.273204, 4.082284, 1.297974], [-1.750610, 5.002508, -0.362826], [-1.651752, 5.120127, 1.389472], [-2.701884, 3.903719, 0.661990], [-2.065098, 1.072206, 1.254397], [-0.693135, 2.093936, 0.824278]],
  "forces_ev_per_angstrom": [[-0.23, 0.67, -0.82], [0.06, -0.04, -0.05], [0.31, -0.23, 0.19], [-0.02, -0.29, 0.24], [0.07, 0.11, 0.33], [0.06, 0.46, -0.19], [0.00, -0.23, -0.22], [-0.03, -0.15, 0.30], [0.04, 0.26, 0.04], [0.00, 0.02, -0.17], [-0.04, -0.33, -0.25], [0.02, 0.30, 0.57], [0.01, 0.26, -0.59], [-0.08, -0.25, 0.55], [-0.02, -0.22, 0.06], [-0.26, -0.10, 0.06], [-0.03, 0.05, -0.11], [0.00, 0.01, -0.01], [-0.01, -0.02, 0.02], [0.05, 0.04, -0.01], [-0.07, -0.05, 0.09], [-0.01, -0.01, -0.03], [-0.01, 0.00, 0.04], [0.01, 0.02, 0.01], [0.00, -0.01, 0.03], [-0.01, 0.01, 0.02], [0.02, -0.04, -0.05], [0.02, 0.02, -0.02], [0.01, 0.01, -0.01], [0.00, -0.01, 0.01], [0.00, -0.01, 0.01], [0.00, 0.02, -0.04], [0.40, 0.02, 0.09], [-0.33, -0.06, -0.14], [0.45, 0.00, 0.05], [-0.44, -0.49, -0.21], [0.34, 0.26, 0.33], [-0.46, 0.00, -0.07], [-0.01, 0.00, -0.02], [0.01, 0.01, 0.01], [-0.04, 0.00, 0.01], [0.02, -0.03, -0.01], [0.02, -0.01, 0.00], [0.09, -0.02, 0.06], [-0.16, -0.04, 0.10], [0.27, 0.22, 0.01], [-0.25, 0.05, 0.05], [0.01, 0.03, -0.01], [-0.05, -0.01, -0.05], [-0.05, 0.03, -0.04], [0.03, -0.07, -0.02], [0.07, -0.03, -0.01], [0.02, 0.01, 0.01], [0.24, 0.21, -0.22], [-0.01, -0.33, 0.08]]
}